Record 1
DFT (the ωB97M-V functional and the def2-TZVPD basis) results for a structure of composition C35H48BBr3F3I2N3O11S2 in a non-equilibrium geometry.

Its spin multiplicity is 1. As for the LUMO energy: -0.74 eV. The largest force on an atom is 0.053 Eh/bohr.

Each line ends with the Löwdin charge.
Geometry (Å):
1 C 0.030 3.390 0.165  -0.079
2 C -0.866 3.096 -1.078  -0.215
3 C -0.936 1.641 -1.592  -0.108
4 C -1.926 0.621 -0.923  -0.383
5 C -2.572 1.316 0.342  -0.113
6 C -3.586 0.327 1.038  -0.283
7 C -5.031 0.885 0.970  -0.423
8 S -5.952 0.246 2.440  0.871
9 C -6.223 -1.468 1.980  -1.048
10 S -5.295 -2.674 2.543  0.722
11 N -7.287 -1.732 1.103  -0.141
12 C -8.493 -1.084 0.939  -0.100
13 C -9.199 -1.737 -0.023  -0.115
14 N -8.427 -2.821 -0.469  0.070
15 C -7.337 -2.784 0.205  -0.223
16 O -1.206 -0.430 -0.268  -0.193
17 C -0.318 -1.341 -0.797  -0.529
18 Br -1.260 -3.157 -0.385  0.718
19 C -0.220 -1.439 -2.337  -0.169
20 C 0.946 -0.776 -3.105  -0.122
21 C 0.879 -1.382 -4.519  -0.196
22 F -0.250 -1.244 -5.281  0.054
23 C 1.950 -2.097 -5.034  -0.262
24 F 3.016 -1.500 -5.544  0.154
25 F 2.037 -3.424 -5.024  0.141
26 C 1.040 -1.575 0.038  -0.429
27 C 1.638 -3.009 -0.112  -0.195
28 C 1.863 -3.626 -1.513  -0.093
29 C 2.816 -4.824 -1.282  -0.460
30 O 2.462 -5.962 -1.169  0.148
31 O 4.173 -4.459 -1.257  0.038
32 O 2.080 -0.698 -0.354  -0.161
33 C 1.989 0.651 0.113  -0.120
34 B 2.855 1.599 -0.848  -0.551
35 N 3.180 1.322 -2.243  0.174
36 O 3.374 2.772 -0.282  0.114
37 C 0.809 -1.473 1.603  -0.538
38 Br -0.906 -1.466 2.510  0.872
39 C 1.823 -1.433 2.489  -0.685
40 C 1.630 -1.382 4.007  -0.199
41 Br 3.697 -1.411 2.027  0.878
42 C -3.204 0.277 -1.776  -0.584
43 I -4.013 -1.721 -1.952  0.889
44 C -3.947 1.197 -2.445  -0.750
45 C -3.679 2.691 -2.456  -0.165
46 I -5.705 0.711 -3.616  0.793
47 H 1.039 3.658 -0.177  0.065
48 H -0.365 4.312 0.627  0.068
49 H 0.012 2.630 0.955  0.065
50 H -0.414 3.682 -1.903  0.121
51 H -1.823 3.595 -0.898  0.082
52 H 0.086 1.246 -1.633  0.085
53 H -1.234 1.684 -2.657  0.113
54 H -1.819 1.540 1.108  0.108
55 H -3.150 2.204 0.085  0.081
56 H -3.328 0.293 2.109  0.069
57 H -3.485 -0.701 0.671  0.037
58 H -4.974 1.967 1.156  0.056
59 H -5.549 0.643 0.032  0.071
60 H -8.825 -0.210 1.492  0.109
61 H -10.185 -1.502 -0.407  0.098
62 H -6.513 -3.488 0.131  0.101
63 H -0.239 -2.481 -2.684  0.084
64 H -1.139 -1.043 -2.810  0.097
65 H 1.961 -0.998 -2.763  0.098
66 H 0.873 0.312 -3.253  0.089
67 H 1.261 -3.729 0.624  0.115
68 H 2.692 -2.897 0.208  0.053
69 H 2.380 -2.978 -2.230  0.112
70 H 0.953 -4.090 -1.920  0.095
71 H 4.466 -4.368 -0.339  0.100
72 H 2.412 0.807 1.130  0.085
73 H 0.927 0.914 0.211  0.094
74 H 2.469 1.717 -2.855  0.077
75 H 4.051 1.790 -2.492  0.081
76 H 3.652 2.513 0.611  0.100
77 H 1.045 -0.501 4.305  0.060
78 H 2.584 -1.423 4.545  0.052
79 H 1.053 -2.265 4.327  0.065
80 H -4.412 3.184 -3.116  0.041
81 H -3.780 3.209 -1.493  0.078
82 H -2.711 2.992 -2.882  0.073
83 C 8.385 -1.826 -2.481  -0.019
84 C 8.348 -2.332 -1.060  -0.333
85 C 6.991 -2.791 -0.597  -0.106
86 O 7.082 -2.604 0.822  0.040
87 C 7.973 -1.595 1.029  -0.558
88 O 8.150 -1.061 2.074  0.167
89 O 8.625 -1.281 -0.122  0.087
90 H 7.597 -1.093 -2.658  0.088
91 H 9.333 -1.326 -2.682  0.088
92 H 8.263 -2.647 -3.188  0.093
93 H 9.104 -3.111 -0.919  0.161
94 H 6.791 -3.833 -0.841  0.134
95 H 6.172 -2.171 -0.974  0.139
96 C -0.996 4.175 5.985  -0.018
97 C -1.162 3.988 4.497  -0.333
98 C -1.149 5.266 3.700  -0.091
99 O -1.913 4.900 2.545  0.048
100 C -2.769 3.920 2.933  -0.540
101 O -3.669 3.514 2.271  0.160
102 O -2.463 3.470 4.174  0.097
103 H -1.688 4.929 6.365  0.091
104 H -1.218 3.247 6.512  0.091
105 H 0.022 4.482 6.225  0.092
106 H -0.420 3.275 4.124  0.158
107 H -0.146 5.581 3.419  0.142
108 H -1.658 6.092 4.201  0.142

***

Record 2
DFT (the ωB97M-V functional and the def2-TZVPD basis) results for a structure of composition C35H48BCl2N2O2P2Ti in a non-equilibrium geometry.

Its spin multiplicity is 3. As for the energy above the lowest of the compared OMol25 structures with the same formula, charge and spin: 38.6 kcal/mol. Its total charge is +1. As for the LUMO energy (spin up / spin down): -3.35 / -3.33 eV. The largest force on an atom is 0.048 Eh/bohr.

Each line ends with the Löwdin charge.
Geometry (Å):
1 Ti 0.485 0.522 0.238  0.544
2 C 3.438 1.325 4.269  -0.031
3 C 2.141 2.130 4.478  -0.344
4 C 1.192 1.414 5.435  -0.057
5 C 1.511 2.481 3.144  -0.186
6 C 2.258 3.184 2.196  0.000
7 C 1.678 3.664 1.033  -0.036
8 C 0.316 3.479 0.776  -0.307
9 C -0.377 4.331 -0.252  -0.039
10 C -0.401 2.655 1.649  -0.108
11 C 0.192 2.174 2.822  -0.040
12 H 3.717 0.801 5.183  0.089
13 H 4.268 1.976 3.993  0.080
14 H 3.314 0.590 3.477  0.065
15 H 2.410 3.082 4.947  0.145
16 H 0.862 0.455 5.031  0.066
17 H 0.319 2.026 5.667  0.087
18 H 1.711 1.218 6.374  0.088
19 H 3.298 3.410 2.394  0.126
20 H 2.260 4.279 0.357  0.124
21 H -0.691 5.258 0.234  0.102
22 H -1.272 3.863 -0.657  0.055
23 H 0.290 4.608 -1.067  0.079
24 H -1.469 2.523 1.511  0.106
25 H -0.409 1.608 3.520  0.117
26 C 2.143 -1.546 -3.031  -0.229
27 P 1.052 -0.371 -2.157  0.935
28 C -0.578 -0.764 -2.940  -0.392
29 N -0.534 -1.146 -4.199  0.136
30 C -1.699 -1.326 -4.859  -0.196
31 C -1.695 -1.699 -6.218  -0.002
32 C -2.881 -1.848 -6.882  -0.052
33 C -4.111 -1.637 -6.224  -0.052
34 C -4.145 -1.271 -4.906  -0.002
35 C -2.937 -1.108 -4.198  -0.196
36 N -2.962 -0.720 -2.905  0.140
37 C -1.818 -0.558 -2.272  -0.387
38 P -1.942 0.115 -0.550  1.000
39 C -3.004 1.572 -0.910  -0.226
40 C -3.154 -0.973 0.423  -0.685
41 C -3.066 -0.456 1.865  -0.092
42 C -2.703 -2.437 0.390  -0.104
43 C -4.591 -0.873 -0.091  -0.090
44 C 1.486 1.284 -2.976  -0.697
45 C 2.692 1.824 -2.196  -0.091
46 C 1.813 1.176 -4.463  -0.080
47 C 0.288 2.218 -2.782  -0.095
48 H 1.842 -1.573 -4.074  0.039
49 H 2.028 -2.535 -2.594  0.023
50 H 3.184 -1.239 -2.935  0.056
51 H -0.745 -1.858 -6.711  0.120
52 H -2.883 -2.128 -7.926  0.113
53 H -5.036 -1.766 -6.770  0.113
54 H -5.076 -1.093 -4.385  0.119
55 H -3.793 1.257 -1.587  0.044
56 H -2.416 2.353 -1.391  0.019
57 H -3.429 1.963 0.014  0.050
58 H -2.029 -0.450 2.214  0.062
59 H -3.647 -1.106 2.523  0.099
60 H -3.471 0.555 1.955  0.078
61 H -1.843 -2.588 1.037  0.048
62 H -2.452 -2.765 -0.620  0.070
63 H -3.514 -3.071 0.752  0.091
64 H -5.017 0.115 0.081  0.076
65 H -5.208 -1.595 0.448  0.092
66 H -4.645 -1.102 -1.151  0.064
67 H 3.541 1.139 -2.246  0.085
68 H 2.443 1.969 -1.140  0.045
69 H 3.011 2.785 -2.605  0.099
70 H 2.779 0.697 -4.626  0.085
71 H 1.850 2.174 -4.906  0.094
72 H 1.049 0.604 -4.987  0.067
73 H -0.018 2.251 -1.729  0.026
74 H -0.566 1.901 -3.384  0.091
75 H 0.549 3.232 -3.088  0.098
76 O 0.603 -0.947 2.864  0.055
77 B 1.433 -0.488 1.802  -0.663
78 O 2.694 -1.077 1.970  0.074
79 C 2.640 -1.867 3.091  -0.258
80 C 3.631 -2.634 3.663  -0.002
81 C 3.291 -3.332 4.819  -0.077
82 C 2.016 -3.253 5.367  -0.080
83 C 1.020 -2.474 4.783  0.000
84 C 1.364 -1.789 3.636  -0.245
85 H 4.621 -2.686 3.231  0.125
86 H 4.038 -3.948 5.301  0.106
87 H 1.791 -3.807 6.268  0.105
88 H 0.028 -2.403 5.208  0.122
89 Cl 2.752 -4.424 0.594  0.592
90 C 1.028 -4.086 0.712  -0.885
91 Cl 0.627 -2.564 -0.142  0.625
92 H 0.760 -3.966 1.757  0.038
93 H 0.478 -4.889 0.238  0.039

***

Record 3
DFT (the ωB97M-V functional and the def2-TZVPD basis) results for a structure of composition C35H48BN5O2RuSi in a non-equilibrium geometry.

Its spin multiplicity is 5. Its total charge is +2. As for the LUMO energy (spin up / spin down): -5.11 / -8.73 eV. The largest force on an atom is 0.024 Eh/bohr.

Each line ends with the Löwdin charge.
Geometry (Å):
1 Ru -0.369 -1.655 -0.127  1.282
2 C 1.522 -2.149 -0.745  -0.279
3 Si 2.482 -1.600 0.782  0.614
4 C 1.450 -2.370 2.175  -0.204
5 N -0.040 -2.237 2.006  -0.283
6 C -0.600 -1.063 2.773  -0.167
7 C -1.672 -1.454 3.781  -0.175
8 C -1.208 -2.596 4.686  -0.156
9 C -0.652 -3.784 3.867  -0.146
10 C -0.744 -3.500 2.375  -0.194
11 C 4.206 -2.238 1.007  -0.250
12 C 4.449 -3.608 1.163  -0.099
13 C 5.731 -4.083 1.389  -0.066
14 C 6.795 -3.193 1.461  -0.059
15 C 6.577 -1.833 1.299  -0.062
16 C 5.291 -1.357 1.072  -0.082
17 C 2.504 0.266 0.804  -0.270
18 C 2.718 0.958 -0.395  -0.105
19 C 2.820 2.345 -0.414  -0.067
20 C 2.709 3.063 0.772  -0.068
21 C 2.507 2.393 1.972  -0.054
22 C 2.411 1.005 1.986  -0.074
23 H 1.421 -3.243 -0.790  0.036
24 H 1.914 -1.783 -1.692  0.023
25 H 1.761 -2.014 3.161  0.104
26 H 1.701 -3.434 2.143  0.087
27 H -0.999 -0.318 2.080  0.093
28 H 0.223 -0.577 3.295  0.112
29 H -2.602 -1.722 3.270  0.106
30 H -1.901 -0.572 4.380  0.127
31 H -2.041 -2.917 5.310  0.118
32 H -0.441 -2.221 5.367  0.118
33 H -1.192 -4.705 4.080  0.124
34 H 0.390 -3.972 4.128  0.111
35 H -1.788 -3.402 2.083  0.092
36 H -0.310 -4.310 1.789  0.128
37 H 3.633 -4.323 1.097  0.098
38 H 5.903 -5.145 1.507  0.113
39 H 7.796 -3.562 1.643  0.115
40 H 7.407 -1.140 1.349  0.113
41 H 5.138 -0.291 0.952  0.098
42 H 2.833 0.408 -1.327  0.120
43 H 3.016 2.861 -1.348  0.118
44 H 2.810 4.142 0.764  0.115
45 H 2.447 2.949 2.900  0.116
46 H 2.281 0.499 2.937  0.104
47 C 1.148 6.613 -2.064  -0.012
48 C -0.054 5.862 -2.686  -0.552
49 C -1.339 6.690 -2.480  -0.019
50 C 0.188 5.685 -4.186  -0.047
51 C -0.177 4.552 -1.958  -0.071
52 C -0.499 4.585 -0.538  0.052
53 C -0.622 3.469 0.234  0.063
54 C -0.401 2.259 -0.428  -0.168
55 O -0.437 1.033 0.045  0.115
56 B -0.122 0.132 -1.067  -0.518
57 O 0.070 0.921 -2.204  0.198
58 C -0.076 2.206 -1.830  -0.152
59 C 0.036 3.324 -2.600  0.105
60 H 1.239 7.584 -2.553  0.104
61 H 2.079 6.064 -2.220  0.095
62 H 1.022 6.789 -0.994  0.086
63 H -1.227 7.638 -3.005  0.102
64 H -1.536 6.920 -1.432  0.083
65 H -2.210 6.176 -2.891  0.100
66 H 0.241 6.668 -4.653  0.101
67 H -0.625 5.137 -4.667  0.098
68 H 1.132 5.178 -4.394  0.094
69 H -0.642 5.549 -0.069  0.128
70 H -0.857 3.509 1.289  0.145
71 H 0.275 3.255 -3.651  0.140
72 C -2.943 -3.509 -0.711  -0.164
73 N -2.426 -2.119 -0.976  -0.187
74 C -3.358 -1.159 -0.287  -0.182
75 N -4.725 -1.314 -0.719  -0.075
76 C -5.153 -2.696 -0.449  -0.140
77 N -4.308 -3.667 -1.150  -0.077
78 C -4.378 -3.395 -2.593  -0.137
79 N -3.924 -2.032 -2.898  -0.076
80 C -2.560 -1.880 -2.457  -0.164
81 C -4.779 -1.087 -2.172  -0.140
82 H -2.879 -3.707 0.357  0.106
83 H -2.302 -4.211 -1.246  0.135
84 H -3.022 -0.145 -0.510  0.120
85 H -3.293 -1.332 0.791  0.120
86 H -6.184 -2.818 -0.776  0.138
87 H -5.106 -2.884 0.625  0.134
88 H -5.408 -3.509 -2.926  0.138
89 H -3.757 -4.114 -3.128  0.136
90 H -2.207 -0.870 -2.670  0.117
91 H -1.919 -2.596 -2.972  0.137
92 H -5.807 -1.204 -2.509  0.137
93 H -4.456 -0.067 -2.388  0.133

***

Record 4
DFT (the ωB97M-V functional and the def2-TZVPD basis) results for a structure of composition C35H48ClCrN4O6 in a non-equilibrium geometry.

Its spin multiplicity is 4. As for the energy above the lowest of the compared OMol25 structures with the same formula, charge and spin: 44.0 kcal/mol. As for the LUMO energy (spin up / spin down): 0.11 / 0.29 eV. The largest force on an atom is 0.103 Eh/bohr.

Each line ends with the Löwdin charge.
Geometry (Å):
1 O 2.364 0.107 -4.282  0.024
2 C 1.266 0.662 -4.121  -0.205
3 C 0.858 2.088 -3.986  -0.171
4 C 0.703 3.064 -2.963  -0.031
5 H 0.419 2.847 -1.925  0.088
6 C 0.911 4.399 -3.338  -0.070
7 H 0.995 5.211 -2.597  0.117
8 C 0.996 4.755 -4.688  -0.088
9 H 1.259 5.779 -5.003  0.106
10 C 0.808 3.786 -5.696  -0.076
11 H 0.852 4.026 -6.750  0.104
12 C 0.556 2.492 -5.308  -0.054
13 H 0.366 1.718 -6.038  0.116
14 H 0.237 0.072 -4.026  0.146
15 C -1.762 -0.907 -2.561  -0.132
16 C -1.587 0.421 -1.818  -0.414
17 H -2.652 -1.366 -2.109  0.059
18 H -1.037 -1.759 -2.523  0.069
19 H -1.980 -0.860 -3.627  0.073
20 C -2.199 1.426 -2.387  -0.241
21 C -3.668 1.506 -2.526  -0.065
22 H -1.697 2.300 -2.824  0.106
23 H -4.144 1.152 -3.438  0.081
24 H -3.966 2.526 -2.307  0.081
25 H -4.046 0.883 -1.730  0.063
26 Cr -0.427 0.523 -0.168  0.677
27 Cl -2.419 -0.361 0.430  0.955
28 C -0.418 1.374 2.436  -0.236
29 O 0.203 0.481 1.735  -0.166
30 N -0.358 1.294 3.753  -0.153
31 C 0.424 0.204 4.263  -0.072
32 C -1.261 2.089 4.557  -0.023
33 H -0.964 2.210 1.981  0.128
34 H 1.442 0.252 3.840  0.090
35 H -0.051 -0.775 3.922  0.036
36 H 0.446 0.279 5.347  0.086
37 H -1.359 3.080 4.096  0.095
38 H -0.836 2.170 5.558  0.089
39 H -2.260 1.627 4.594  0.097
40 H 5.613 2.840 -1.586  0.085
41 H 4.968 3.428 0.324  0.088
42 C 4.662 2.427 -1.936  -0.046
43 C 3.925 3.079 0.327  -0.023
44 N 3.797 2.147 -0.794  -0.172
45 H 4.835 1.502 -2.495  0.092
46 C 2.740 1.304 -0.987  -0.232
47 O 1.626 1.383 -0.418  -0.043
48 H 3.695 2.559 1.261  0.098
49 H 2.968 0.515 -1.743  0.131
50 H 4.206 3.161 -2.639  0.102
51 H 3.253 3.942 0.205  0.099
52 H 0.355 -4.817 0.028  0.088
53 H 2.753 -4.721 -1.479  0.099
54 C 0.012 -4.168 -0.795  -0.002
55 C 2.134 -4.053 -2.104  -0.025
56 N 1.129 -3.347 -1.287  -0.146
57 H -0.801 -3.515 -0.451  0.094
58 C 1.250 -2.036 -1.013  -0.200
59 O 0.342 -1.372 -0.408  -0.129
60 H 2.771 -3.315 -2.606  0.089
61 H 2.219 -1.595 -1.359  0.150
62 H -0.317 -4.813 -1.623  0.095
63 H 1.609 -4.674 -2.847  0.094
64 C 2.858 -5.040 2.713  -0.064
65 C 1.372 -4.757 2.651  -0.289
66 C 0.480 -5.826 2.566  -0.134
67 C -0.906 -5.597 2.547  -0.145
68 C -1.394 -4.312 2.661  -0.080
69 C -0.506 -3.195 2.847  -0.372
70 N -0.916 -1.977 3.177  0.007
71 C -3.413 1.039 0.953  -0.422
72 C -4.489 0.638 1.743  -0.095
73 C -5.237 1.592 2.422  -0.067
74 C -4.944 2.953 2.256  -0.060
75 C -3.921 3.333 1.390  -0.006
76 C -3.117 2.384 0.728  -0.128
77 C -2.032 2.974 -0.165  -0.584
78 O -2.317 3.916 -0.920  0.061
79 O -0.852 2.461 -0.052  -0.159
80 C 0.900 -3.445 2.671  -0.210
81 C 1.822 -2.277 2.627  -0.070
82 H 3.371 -4.675 1.814  0.064
83 H 3.321 -4.553 3.581  0.080
84 H 3.026 -6.120 2.791  0.067
85 H 0.880 -6.837 2.500  0.083
86 H -1.589 -6.443 2.461  0.089
87 H -2.469 -4.104 2.671  0.087
88 H -1.917 -1.841 3.206  0.016
89 H -4.693 -0.424 1.874  0.113
90 H -6.045 1.258 3.076  0.112
91 H -5.511 3.719 2.795  0.111
92 H -3.714 4.389 1.210  0.128
93 H 1.334 -1.417 2.156  0.042
94 H 2.125 -1.968 3.638  0.084
95 H 2.741 -2.485 2.064  0.067